(1)
The following is a quantum chemistry calculation of a structure of composition C47H51CrN11O6S at a distorted geometry, from the OMol25 dataset.

As for the spin multiplicity: 2. The calculated total energy comes out at -4317.89688 Eh. For the HOMO-LUMO gap (spin up / spin down), the calculation gives 6.19 / 6.19 eV. The net charge is +1.

Atoms and positions in Å:
Cr (0.1701, 1.0855, 0.4634)
N (0.1749, -2.5291, 6.9760)
C (0.6283, -1.7074, 5.9692)
C (0.5083, -2.0938, 4.6280)
C (0.9225, -1.2504, 3.6187)
C (1.4668, -0.0059, 3.9356)
C (1.6106, 0.3845, 5.2652)
C (1.1884, -0.4579, 6.2706)
S (1.9850, 1.0425, 2.6408)
O (2.1303, 0.2204, 1.4318)
O (3.0579, 1.8643, 3.0910)
N (0.6968, 1.9194, 2.1129)
C (-0.0572, 2.7695, 2.9078)
N (0.3179, 3.0432, 4.1570)
C (-0.4662, 3.8547, 4.8562)
C (-1.6345, 4.3932, 4.3427)
C (-1.9247, 4.0444, 3.0400)
N (-1.1518, 3.2551, 2.3010)
H (0.0207, -3.4980, 6.7629)
H (0.4859, -2.3441, 7.9124)
H (0.0989, -3.0695, 4.3870)
H (0.8548, -1.5567, 2.5834)
H (2.0689, 1.3385, 5.4903)
H (1.2946, -0.1595, 7.3082)
H (-0.1413, 4.0752, 5.8690)
H (-2.2763, 5.0408, 4.9237)
H (-2.8333, 4.4134, 2.5697)
C (-6.8291, -8.5450, -5.9039)
O (-6.5122, -8.5015, -4.5166)
C (-5.7895, -7.4579, -4.0712)
C (-5.3055, -6.4399, -4.8841)
C (-4.5746, -5.4062, -4.3127)
C (-4.3241, -5.3724, -2.9514)
C (-4.8050, -6.4102, -2.1431)
C (-5.5280, -7.4379, -2.6959)
N (-3.5782, -4.2627, -2.4750)
N (-3.4650, -4.2466, -1.2503)
C (-2.7488, -3.1537, -0.6992)
C (-2.8329, -3.0752, 0.6639)
C (-2.2314, -2.0591, 1.4374)
C (-1.5166, -1.0974, 0.8072)
O (-0.8906, -0.0654, 1.3792)
C (-1.3720, -1.1620, -0.6064)
N (-0.5990, -0.1547, -1.1114)
C (-0.3689, -0.1296, -2.4025)
C (-0.9037, -1.0881, -3.2702)
C (-1.6921, -2.0973, -2.7822)
C (-1.9618, -2.1675, -1.3899)
H (-7.4384, -9.4304, -6.0461)
H (-5.9265, -8.6247, -6.5120)
H (-7.3957, -7.6624, -6.2058)
H (-5.4863, -6.4418, -5.9503)
H (-4.1890, -4.6025, -4.9291)
H (-4.5995, -6.3840, -1.0822)
H (-5.9115, -8.2494, -2.0887)
H (-3.4126, -3.8513, 1.1486)
H (-2.3204, -2.0391, 2.5173)
H (0.2868, 0.6574, -2.7595)
H (-0.6752, -1.0289, -4.3264)
H (-2.1073, -2.8420, -3.4383)
N (-2.8571, 5.0787, -0.3609)
C (-3.8241, 4.9177, -1.4712)
C (-3.0334, 4.7766, -2.7763)
C (-2.2241, 3.4833, -2.7610)
N (-1.2590, 3.5655, -1.5951)
C (-3.1563, 2.2751, -2.6336)
C (-4.0501, 2.3255, -1.3988)
N (-3.2132, 2.0315, -0.2275)
C (-4.7346, 3.6945, -1.2928)
H (-2.6971, 6.0510, -0.1347)
H (-1.7046, 4.2203, -0.8858)
H (-3.1423, 4.5927, 0.4763)
H (-4.4590, 5.7995, -1.5410)
H (-2.3802, 5.6425, -2.9242)
H (-3.7284, 4.7432, -3.6171)
H (-1.6452, 3.3797, -3.6743)
H (-0.3271, 3.8765, -1.8607)
H (-1.1670, 2.6907, -1.1046)
H (-2.5710, 1.3496, -2.6167)
H (-3.7774, 2.2472, -3.5317)
H (-4.8432, 1.5850, -1.5250)
H (-2.9045, 1.0622, -0.2532)
H (-3.7323, 2.1270, 0.6399)
H (-5.2728, 3.7661, -0.3415)
H (-5.4876, 3.7405, -2.0820)
C (8.8054, -2.3226, -0.3917)
C (7.8823, -1.4056, 0.3729)
C (7.9556, -1.3420, 1.7579)
C (7.1173, -0.5008, 2.4757)
C (6.1868, 0.2771, 1.8123)
C (6.1058, 0.2261, 0.4231)
N (5.1138, 0.9808, -0.2736)
C (4.6834, 2.2337, 0.0795)
C (5.5451, 3.1326, 0.7389)
C (5.1167, 4.3820, 1.1161)
C (3.8097, 4.8091, 0.8568)
C (2.9612, 3.9552, 0.2015)
C (3.3749, 2.6816, -0.2209)
C (2.3965, 1.7914, -0.8421)
O (2.6648, 0.7935, -1.4794)
O (1.0595, 2.1270, -0.6956)
C (6.9571, -0.6056, -0.3123)
C (6.8949, -0.6482, -1.8205)
H (9.3873, -2.9406, 0.2913)
H (9.5063, -1.7534, -1.0090)
H (8.2487, -2.9826, -1.0614)
H (8.6769, -1.9613, 2.2805)
H (7.1769, -0.4647, 3.5572)
H (5.5000, 0.9104, 2.3637)
H (4.4439, 0.4481, -0.8041)
H (6.5593, 2.8177, 0.9465)
H (5.8061, 5.0449, 1.6262)
H (3.4737, 5.7859, 1.1807)
H (1.9438, 4.2596, 0.0001)
H (6.3516, 0.2076, -2.2157)
H (6.3970, -1.5578, -2.1741)
H (7.8979, -0.6439, -2.2505)

(2)
The following is a quantum chemistry calculation of a structure of composition C47H52HfN7O2PS4Si at a distorted geometry, from the OMol25 dataset.

The calculated total energy comes out at -4627.78730 Eh. For the HOMO-LUMO gap, the calculation gives 6.31 eV. For the energy above the lowest of the compared OMol25 structures with the same formula, charge and spin, the calculation gives 34.6 kcal/mol.

Atoms and positions in Å:
Hf (-0.3664, -0.3438, -0.2816)
C (5.4226, 1.8461, -3.9938)
Si (3.7619, 0.9970, -4.0471)
C (3.8416, -0.4785, -5.1688)
C (2.5164, 2.2187, -4.6839)
C (3.4255, 0.3801, -2.2936)
C (4.5092, 0.0256, -1.4922)
C (4.3348, -0.4750, -0.2092)
C (3.0539, -0.5754, 0.2863)
N (1.9951, -0.2500, -0.4584)
C (2.1620, 0.1811, -1.7207)
S (0.6287, 0.3683, -2.5743)
H (5.6024, 2.3665, -4.9379)
H (6.2470, 1.1439, -3.8497)
H (5.4625, 2.5851, -3.1896)
H (4.1514, -0.1967, -6.1783)
H (2.8608, -0.9563, -5.2356)
H (4.5501, -1.2170, -4.7864)
H (2.8985, 2.6269, -5.6243)
H (2.3698, 3.0504, -3.9891)
H (1.5468, 1.7591, -4.8701)
H (5.5182, 0.1430, -1.8726)
H (5.1779, -0.7637, 0.4030)
H (2.8494, -0.9319, 1.2862)
C (-2.6388, 1.9431, -2.1194)
O (-2.0642, 1.6959, -0.8323)
C (-2.9040, 2.0554, 0.2515)
C (-3.2752, 0.8448, 1.0649)
O (-2.0984, 0.1004, 1.4260)
C (-2.5024, -1.0736, 2.1690)
H (-3.5374, 1.3418, -2.2569)
H (-1.9149, 1.6395, -2.8677)
H (-2.8658, 3.0100, -2.2102)
H (-3.8297, 2.5059, -0.1167)
H (-2.3851, 2.7962, 0.8615)
H (-3.9512, 0.1891, 0.5140)
H (-3.7640, 1.1749, 1.9879)
H (-3.1205, -0.7511, 3.0092)
H (-1.6070, -1.5658, 2.5306)
H (-3.0616, -1.7429, 1.5150)
N (0.8905, 9.8607, -2.4878)
C (0.7934, 8.8434, -1.9640)
C (0.6704, 7.5614, -1.3031)
C (0.2713, 6.4433, -2.0262)
C (0.1390, 5.2203, -1.3917)
C (0.4265, 5.1234, -0.0371)
C (0.8334, 6.2305, 0.6901)
C (0.9484, 7.4550, 0.0545)
N (0.2998, 3.8636, 0.6124)
C (-0.0606, 3.6157, 1.9327)
C (-0.1107, 2.2717, 2.0551)
N (0.2095, 1.6799, 0.8467)
C (0.4632, 2.6680, 0.0199)
H (0.0521, 6.5349, -3.0810)
H (-0.2033, 4.3563, -1.9468)
H (1.0852, 6.1356, 1.7375)
H (1.2676, 8.3277, 0.6071)
H (-0.2504, 4.4052, 2.6362)
H (-0.3507, 1.6809, 2.9221)
H (0.7591, 2.5425, -1.0109)
N (-0.0424, -2.1436, 0.2799)
C (0.5270, -2.4777, 1.4864)
C (0.8711, -3.7889, 1.8696)
C (1.4075, -4.0667, 3.1156)
C (1.6243, -3.0612, 4.0570)
C (1.3028, -1.7544, 3.7107)
C (0.7807, -1.4810, 2.4588)
H (0.7004, -4.5833, 1.1525)
H (1.6507, -5.0929, 3.3665)
H (2.0201, -3.2992, 5.0365)
H (1.4461, -0.9433, 4.4137)
H (0.5643, -0.4405, 2.2059)
N (4.6438, 0.2134, 3.9568)
C (3.6839, 1.1541, 3.9741)
S (3.3302, 2.0707, 2.6185)
N (3.0328, 1.3444, 5.1564)
C (3.1614, 0.6622, 6.3917)
C (3.4366, -0.6991, 6.4907)
C (3.5188, -1.2956, 7.7439)
C (3.3102, -0.5594, 8.8982)
C (3.0076, 0.7924, 8.7924)
C (2.9381, 1.4009, 7.5518)
H (5.1658, 0.1225, 3.1037)
H (4.9941, -0.2133, 4.7974)
H (2.4704, 2.1800, 5.1495)
H (3.5248, -1.3139, 5.6063)
H (3.7308, -2.3553, 7.8066)
H (3.3700, -1.0330, 9.8685)
H (2.8307, 1.3819, 9.6826)
H (2.7179, 2.4592, 7.4755)
S (-2.2381, -0.5172, -4.6347)
P (-2.6696, -1.8578, -3.2689)
S (-2.6688, -1.3407, -1.2790)
C (-4.3481, -2.5352, -3.5144)
C (-4.9174, -3.3798, -2.5614)
C (-6.1774, -3.9180, -2.7670)
C (-6.8828, -3.6182, -3.9272)
C (-6.3197, -2.7825, -4.8788)
C (-5.0549, -2.2422, -4.6740)
C (-1.6148, -3.3298, -3.4537)
C (-1.4701, -3.8793, -4.7296)
C (-0.7208, -5.0283, -4.9130)
C (-0.0975, -5.6336, -3.8262)
C (-0.2242, -5.0802, -2.5633)
C (-0.9857, -3.9316, -2.3698)
H (-4.3687, -3.6171, -1.6576)
H (-6.6111, -4.5729, -2.0219)
H (-7.8683, -4.0378, -4.0864)
H (-6.8639, -2.5472, -5.7848)
H (-4.6095, -1.5798, -5.4057)
H (-1.9361, -3.3924, -5.5783)
H (-0.6134, -5.4502, -5.9044)
H (0.4928, -6.5303, -3.9702)
H (0.2758, -5.5363, -1.7178)
H (-1.0491, -3.4832, -1.3864)

(3)
The following is a quantum chemistry calculation of a structure of composition C47H52MoNO6S4 at a distorted geometry, from the OMol25 dataset.

The calculated total energy comes out at -3989.03359 Eh. For the HOMO-LUMO gap (spin up / spin down), the calculation gives 5.43 / 5.34 eV. The net charge is +1.

Atoms and positions in Å:
Mo (0.5675, -0.3561, -0.8612)
C (3.7362, 2.3316, 3.1793)
C (2.3040, 2.0436, 3.6417)
C (2.0519, 2.6571, 5.0159)
O (1.3550, 2.5542, 2.7166)
C (1.0702, 1.5455, 1.7942)
C (1.3147, 0.2349, 2.5840)
O (2.0690, 0.6395, 3.6971)
C (2.0018, -0.9292, 1.7780)
O (1.4862, -0.9161, 0.4957)
C (3.5140, -0.7198, 1.7381)
C (4.2589, -0.9758, 2.8848)
C (5.6337, -0.8355, 2.8632)
C (6.2737, -0.4370, 1.7014)
C (5.5373, -0.1814, 0.5578)
C (4.1582, -0.3216, 0.5740)
C (1.7221, -2.3226, 2.3757)
C (0.6236, -2.6344, 3.1658)
C (0.4414, -3.9249, 3.6386)
C (1.3329, -4.9306, 3.3157)
C (2.4087, -4.6420, 2.4942)
C (2.5958, -3.3533, 2.0271)
C (-0.3759, 1.6340, 1.2105)
O (-0.4143, 0.6812, 0.2097)
C (-1.4124, 1.3337, 2.2845)
C (-2.2715, 0.2520, 2.1309)
C (-3.2083, -0.0392, 3.1076)
C (-3.2926, 0.7441, 4.2447)
C (-2.4445, 1.8289, 4.3970)
C (-1.5071, 2.1266, 3.4232)
C (-0.6533, 2.9615, 0.4892)
C (-1.7723, 3.7413, 0.7538)
C (-2.0893, 4.8189, -0.0587)
C (-1.3039, 5.1222, -1.1572)
C (-0.1805, 4.3571, -1.4253)
C (0.1353, 3.2826, -0.6134)
H (3.9002, 3.4042, 3.1290)
H (3.9222, 1.9027, 2.1987)
H (4.4303, 1.8846, 3.8847)
H (2.0671, 3.7399, 4.9299)
H (2.8213, 2.3274, 5.7086)
H (1.0829, 2.3352, 5.3843)
H (1.7711, 1.5919, 0.9330)
H (0.3449, -0.1261, 2.9470)
H (3.7512, -1.2891, 3.7836)
H (6.2023, -1.0441, 3.7563)
H (7.3465, -0.3349, 1.6845)
H (6.0339, 0.1263, -0.3501)
H (3.5793, -0.1379, -0.3336)
H (-0.1098, -1.8882, 3.4261)
H (-0.4020, -4.1418, 4.2753)
H (1.1869, -5.9296, 3.6964)
H (3.1115, -5.4156, 2.2235)
H (3.4379, -3.1434, 1.3826)
H (-2.2032, -0.3669, 1.2428)
H (-3.8706, -0.8827, 2.9840)
H (-4.0099, 0.5093, 5.0160)
H (-2.5106, 2.4457, 5.2799)
H (-0.8414, 2.9679, 3.5350)
H (-2.4157, 3.5065, 1.5877)
H (-2.9714, 5.4031, 0.1602)
H (-1.5748, 5.9363, -1.8108)
H (0.4425, 4.5871, -2.2777)
H (1.0084, 2.6770, -0.8494)
C (-2.9676, -4.9771, -0.0106)
C (-2.1749, -4.1549, 0.9879)
S (-1.0522, -2.9167, 0.2269)
C (0.2781, -3.9327, -0.5031)
C (0.1121, -4.2730, -1.9806)
S (-0.5385, -2.8642, -2.9452)
C (-2.2180, -3.3769, -3.5491)
C (-3.0152, -4.4444, -2.8306)
S (-3.7871, -3.9108, -1.2583)
H (-3.7620, -5.5172, 0.5114)
H (-2.3363, -5.6953, -0.5324)
H (-1.5796, -4.7826, 1.6528)
H (-2.8479, -3.5365, 1.5816)
H (0.3846, -4.8357, 0.1004)
H (1.1695, -3.3076, -0.3763)
H (-0.5305, -5.1336, -2.1480)
H (1.0938, -4.4792, -2.4128)
H (-2.0363, -3.7019, -4.5746)
H (-2.7787, -2.4436, -3.5728)
H (-2.4329, -5.3430, -2.6418)
H (-3.8498, -4.7176, -3.4793)
O (2.7281, -3.0169, -3.1560)
S (2.6369, -1.5646, -3.2231)
N (1.7257, -1.0296, -2.1088)
C (-2.4231, 4.3092, -6.9456)
C (-2.1474, 3.4561, -5.7547)
C (-0.9422, 2.7766, -5.6091)
C (-0.6939, 1.9338, -4.5444)
C (0.6171, 1.2156, -4.4507)
C (-1.7144, 1.7336, -3.5732)
C (-1.6146, 0.7664, -2.5458)
O (-0.5512, 0.1902, -2.1184)
C (-2.9167, 2.4978, -3.6681)
C (-3.9358, 2.4552, -2.5712)
C (-3.1077, 3.3232, -4.7524)
H (-1.5406, 4.4183, -7.5675)
H (-2.7665, 5.2973, -6.6465)
H (-3.2157, 3.8542, -7.5391)
H (-0.1780, 2.9208, -6.3572)
H (1.2189, 1.4107, -5.3354)
H (0.4683, 0.1352, -4.3611)
H (1.1719, 1.5523, -3.5679)
H (-2.5393, 0.4550, -2.0442)
H (-4.4443, 1.4916, -2.5439)
H (-4.6870, 3.2252, -2.7245)
H (-3.4589, 2.6239, -1.6062)
H (-4.0211, 3.8958, -4.8311)

Question: The lowest calculated total energy belongs to which entry?
Answer: C47H52HfN7O2PS4Si

Question: The lowest calculated total energy belongs to which entry?
Answer: C47H52HfN7O2PS4Si

Question: The lowest calculated total energy belongs to which entry?
Answer: C47H52HfN7O2PS4Si

Question: Number 2 is which compound?
Answer: C47H52HfN7O2PS4Si